No. 1
Formula: C8H8BF3O2
Source: the Open Molecules 2025 dataset
Level of theory: wB97M-V/def2-TZVPD

The geometry in XYZ format:
```
22
Properties=species:S:1:pos:R:3:forces:R:3:lowdin_charge:R:1
B 2.623 -0.581 0.665 0.39 -0.62 -0.51 -0.572
C -2.362 -0.178 0.585 -2.37 -0.88 1.81 -0.102
C -1.695 -1.018 -0.272 -0.25 0.70 -0.78 -0.097
C -1.834 1.090 0.839 -0.41 -1.19 0.40 -0.079
C -0.533 -0.624 -0.988 -1.28 -4.57 0.90 -0.044
C -0.647 1.410 0.254 -1.12 -1.88 -0.34 -0.043
C 0.015 0.522 -0.610 2.00 3.94 -1.50 -0.222
C 1.271 1.155 -1.222 0.41 -1.95 5.82 -0.129
C 2.569 0.970 0.300 -1.96 1.28 -2.54 -0.254
O 3.594 -1.375 0.097 0.03 1.88 0.06 0.198
O 1.554 -1.044 1.357 -0.19 1.30 0.10 0.211
F 1.806 0.545 -2.250 0.41 -0.23 -1.35 0.083
F 3.638 1.602 -0.202 1.03 -0.56 -0.45 0.081
F 2.131 1.854 1.242 -0.55 -0.73 0.33 0.066
H -3.358 -0.524 1.212 2.67 0.81 -1.95 0.156
H -2.129 -1.946 -0.536 -0.32 -0.99 0.03 0.084
H -2.344 1.687 1.575 0.11 0.55 -0.05 0.102
H -0.078 -1.534 -1.496 -0.14 1.99 -0.03 0.149
H -0.252 2.319 0.481 1.36 2.44 0.39 0.084
H 1.203 2.219 -1.182 0.35 0.75 -0.86 0.131
H 3.564 -2.313 0.184 -0.30 -0.93 0.24 0.092
H 1.594 -1.864 1.812 0.13 -1.12 0.29 0.103
```
Forces are in eV/Å.

Properties
Energy above the lowest of the compared OMol25 structures with the same formula, charge and spin = 0.000 eV
HOMO level = -8.5 eV
Strongest force on any atom = 6.15 eV/Å
Lowest unoccupied orbital energy = 0.2 eV
Charge = 0
Spin multiplicity = 1
Calculated total energy = -21349.8961 eV
Gap between HOMO and LUMO = 0.3190 hartree

---

No. 2
Formula: C6H13BeO7P2S2
Source: the Open Molecules 2025 dataset
Level of theory: wB97M-V/def2-TZVPD

The geometry in XYZ format:
```
31
Properties=species:S:1:pos:R:3:forces:R:3:lowdin_charge:R:1
Be 0.713 -0.469 -0.058 0.61 0.29 -0.44 -0.313
C 1.688 3.225 -2.127 0.04 -0.15 0.06 -0.159
C 1.687 1.886 -1.417 0.01 0.08 -0.04 -0.744
S 0.295 1.592 -0.366 -0.05 0.02 0.12 0.698
C 2.671 0.984 -1.545 0.07 -0.08 0.01 -0.786
C 3.907 1.239 -2.370 -0.16 0.01 0.06 -0.153
S 2.661 -0.590 -0.748 -0.08 0.07 0.04 0.646
H 0.737 3.724 -1.959 0.01 0.06 -0.04 0.039
H 1.820 3.094 -3.204 -0.01 0.08 -0.01 0.066
H 2.487 3.880 -1.765 -0.02 0.02 -0.01 0.070
H 3.848 2.177 -2.923 0.05 -0.03 -0.02 0.051
H 4.060 0.415 -3.071 0.04 0.04 -0.04 0.060
H 4.782 1.273 -1.715 0.03 0.01 -0.04 0.066
C -3.452 -1.330 1.704 -0.02 0.03 0.01 -0.066
C -2.179 -0.853 1.032 0.40 -0.29 0.08 -0.598
O -2.406 0.445 0.513 0.04 -0.04 -0.19 -0.096
P -0.769 -0.708 2.223 -0.11 0.67 0.42 0.532
O -0.981 0.663 2.989 -0.10 -0.02 -0.14 -0.091
O -0.899 -1.712 3.444 -0.03 -0.20 -0.16 -0.089
O 0.566 -0.809 1.566 -0.17 -0.26 -0.03 -0.262
P -1.581 -2.045 -0.255 -0.04 -0.32 0.11 0.386
O -1.081 -3.206 0.821 -0.06 0.09 -0.35 -0.173
O -2.611 -2.611 -1.139 -0.18 0.02 0.00 -0.282
O -0.363 -1.385 -0.862 -0.10 -0.11 0.15 -0.292
H -3.795 -0.580 2.418 -0.01 -0.02 0.03 0.088
H -3.290 -2.275 2.218 -0.03 0.00 0.00 0.077
H -4.211 -1.471 0.935 0.00 0.02 0.00 0.087
H -1.747 0.668 -0.184 -0.06 -0.02 0.08 -0.013
H -0.920 1.408 2.361 0.03 -0.13 0.07 0.080
H -0.605 -2.589 3.149 -0.08 0.08 0.03 0.090
H -1.033 -4.040 0.332 -0.03 0.09 0.19 0.080
```
Forces are in eV/Å.

Properties
HOMO level = -3.3 eV
Strongest force on any atom = 0.81 eV/Å
Lowest unoccupied orbital energy = 2.7 eV
Charge = -1
Spin multiplicity = 1
Calculated total energy = -61426.9638 eV
Gap between HOMO and LUMO = 0.2208 hartree

---

No. 3
Formula: C6H16N
Source: the Open Molecules 2025 dataset
Level of theory: wB97M-V/def2-TZVPD

The geometry in XYZ format:
```
23
Properties=species:S:1:pos:R:3:forces:R:3:lowdin_charge:R:1
C -3.020 -0.331 0.530 0.96 -0.64 -0.19 -0.103
C -2.029 -0.500 1.671 -0.86 0.59 1.02 -0.269
C -1.233 0.480 2.133 0.02 0.10 0.25 -0.022
H -3.983 -0.316 1.018 -0.53 0.10 -0.28 0.081
H -2.830 0.596 -0.025 -0.24 -0.12 0.17 0.081
H -3.015 -1.190 -0.201 -0.04 0.71 0.79 0.088
H -2.240 -1.354 2.352 0.76 0.16 -0.82 0.121
H -0.572 0.338 3.007 -0.64 0.04 -0.45 0.079
H -1.285 1.519 1.750 0.28 -0.79 -0.20 0.087
C 1.428 -0.705 -0.614 1.16 -0.63 -0.18 -0.166
C 1.492 0.779 -0.977 0.27 0.37 0.34 -0.252
C 2.879 1.178 -1.518 0.14 0.02 0.11 -0.093
N -0.005 -1.058 -0.365 0.34 0.09 -0.46 0.162
H 1.844 -1.348 -1.451 -0.68 0.66 1.00 0.152
H 1.975 -0.981 0.326 -0.36 0.47 -0.89 0.151
H 1.218 1.395 -0.088 0.22 -0.40 -0.51 0.121
H 0.737 1.006 -1.748 0.16 -0.19 0.13 0.118
H 3.668 1.146 -0.747 -0.44 -0.06 -0.18 0.086
H 3.187 0.479 -2.316 -0.15 0.47 0.18 0.083
H 2.859 2.214 -1.904 -0.01 -0.60 0.07 0.088
H -0.401 -0.379 0.293 -0.27 0.27 0.20 0.073
H -0.533 -1.024 -1.236 -0.14 -0.14 0.09 0.168
H -0.142 -1.942 0.110 0.04 -0.49 -0.18 0.164
```
Forces are in eV/Å.

Properties
Energy above the lowest of the compared OMol25 structures with the same formula, charge and spin = 1.097 eV
HOMO level = -13.9 eV
Strongest force on any atom = 1.46 eV/Å
Lowest unoccupied orbital energy = -3.2 eV
Charge = +1
Spin multiplicity = 1
Calculated total energy = -7964.3351 eV
Gap between HOMO and LUMO = 0.3937 hartree

---

No. 4
Formula: C5H15NO
Source: the Open Molecules 2025 dataset
Level of theory: wB97M-V/def2-TZVPD

The geometry in XYZ format:
```
22
Properties=species:S:1:pos:R:3:forces:R:3:lowdin_charge:R:1
C 1.451 1.932 -0.126 0.62 -0.05 -0.60 -0.096
C 0.710 0.655 0.278 1.41 0.91 1.40 -0.337
N -0.374 0.313 -0.555 -1.22 1.02 -0.92 -0.261
C 0.192 -0.201 -1.814 -0.28 -1.00 0.60 -0.074
C -1.321 -0.616 0.088 1.70 0.55 0.38 -0.283
C -2.651 -0.538 -0.573 -1.06 -0.02 -0.57 -0.107
H 2.031 2.295 0.739 -0.10 -0.12 -0.44 0.074
H 0.785 2.742 -0.468 0.09 -0.44 0.20 0.081
H 2.152 1.685 -0.941 -0.11 0.48 0.26 0.059
H 1.437 -0.180 0.292 0.09 0.13 0.37 0.109
H 0.459 0.900 1.328 -0.68 -0.78 -0.43 0.114
H 0.579 -1.171 -1.458 0.44 -0.31 -0.90 0.082
H 1.033 0.386 -2.221 -0.59 -0.02 0.41 0.081
H -0.532 -0.387 -2.625 0.07 0.27 0.53 0.086
H -0.817 -1.601 0.098 -0.57 -0.20 0.11 0.117
H -1.415 -0.274 1.136 0.08 -0.19 -0.45 0.116
H -2.724 -1.146 -1.490 0.01 0.24 0.33 0.073
H -2.779 0.523 -0.844 -0.22 -0.44 0.03 0.085
H -3.468 -0.829 0.108 0.30 0.00 -0.32 0.074
O 1.942 -1.290 2.730 -0.56 -0.65 0.90 -0.091
H 2.321 -1.961 3.342 -0.44 0.71 -0.63 0.050
H 0.990 -1.239 2.976 1.01 -0.08 -0.26 0.045
```
Forces are in eV/Å.

Properties
Energy above the lowest of the compared OMol25 structures with the same formula, charge and spin = 1.383 eV
HOMO level = -8.2 eV
Strongest force on any atom = 2.19 eV/Å
SMILES = CCN(C)CC.O
Lowest unoccupied orbital energy = 0.8 eV
Charge = 0
Spin multiplicity = 1
Calculated total energy = -8964.9753 eV
Gap between HOMO and LUMO = 0.3304 hartree

---

No. 5
Formula: Cl3H3Si2
Source: the Open Molecules 2025 dataset
Level of theory: wB97M-V/def2-TZVPD

The geometry in XYZ format:
```
8
Properties=species:S:1:pos:R:3:forces:R:3:lowdin_charge:R:1
Si 1.045 0.402 -0.041 0.74 0.98 1.02 0.119
Si -1.015 -1.008 0.013 2.05 -1.18 0.71 -0.491
Cl -1.927 -0.941 -1.714 -0.80 0.48 -1.70 0.285
Cl -2.303 -1.389 1.499 -0.43 0.49 0.76 0.244
Cl -0.658 1.882 0.587 -0.36 -0.29 0.04 0.014
H 1.278 1.346 -1.230 0.23 -0.56 0.86 -0.077
H 1.645 0.520 1.448 -0.40 0.00 -1.90 -0.053
H 1.936 -0.810 -0.562 -1.02 0.09 0.21 -0.040
```
Forces are in eV/Å.

Properties
Energy above the lowest of the compared OMol25 structures with the same formula, charge and spin = 1.314 eV
HOMO level (alpha / beta) = -7.1 / -10.6 eV
Strongest force on any atom = 2.47 eV/Å
Lowest unoccupied orbital energy (alpha / beta) = 0.0 / -4.1 eV
Charge = 0
Spin multiplicity = 3
Calculated total energy = -53369.6230 eV
Gap between HOMO and LUMO (alpha / beta) = 0.2603 / 0.2385 hartree

---

No. 6
Formula: C3H7NO2
Source: the Open Molecules 2025 dataset
Level of theory: wB97M-V/def2-TZVPD

The geometry in XYZ format:
```
13
Properties=species:S:1:pos:R:3:forces:R:3:lowdin_charge:R:1
C -0.715 1.035 0.512 0.21 0.26 0.37 -0.049
C -0.239 -0.089 -0.417 -0.73 1.03 -0.98 -0.398
N -1.040 -1.265 -0.472 0.74 -1.34 0.31 0.052
C 1.198 -0.425 -0.079 -1.04 -1.30 1.06 -0.495
O 1.499 -1.391 0.611 0.19 1.59 -1.26 0.095
O 1.989 0.544 -0.523 1.79 -0.09 0.17 0.118
H -0.112 1.951 0.391 -0.27 -0.37 -0.10 0.087
H -1.768 1.271 0.342 0.14 -0.05 -0.17 0.079
H -0.618 0.715 1.534 -0.02 -0.11 0.67 0.076
H -0.365 0.373 -1.405 0.90 -0.11 -0.11 0.141
H -0.742 -1.987 0.176 -0.08 0.23 0.03 0.078
H -2.015 -1.111 -0.411 -0.84 0.26 0.15 0.063
H 2.929 0.379 -0.257 -1.00 0.01 -0.14 0.155
```
Forces are in eV/Å.

Properties
Energy above the lowest of the compared OMol25 structures with the same formula, charge and spin = 0.661 eV
HOMO level = -9.2 eV
Strongest force on any atom = 2.04 eV/Å
SMILES = C[C@H](N)C(=O)O
Lowest unoccupied orbital energy = 0.7 eV
Charge = 0
Spin multiplicity = 1
Calculated total energy = -8809.8680 eV
Gap between HOMO and LUMO = 0.3639 hartree

---

- strongest force on any atom of number 3 (C6H16N)?
  1.46 eV/Å